No. 1
57
Properties=species:S:1:pos:R:3:forces:R:3:lowdin_charge:R:1 method="wB97M-V/def2-TZVPD" total_charge=0 homo_ev=-9.938 smiles="O=[N+]([O-])c1ccccc1.O=[N+]([O-])c1ccccc1.O=[N+]([O-])c1ccccc1.O=C(Br)CB1OBOB(O)O1" homo_lumo_gap_ev=9.126 lumo_ev=-0.81
O 0.568540 -2.179415 0.114435 -0.1 -0.1 0.1 -0.030
N -0.590964 -2.444747 -0.140136 0.0 0.1 0.0 -0.346
O -1.025052 -3.570659 -0.282864 0.1 0.0 0.0 0.060
C -1.530941 -1.322109 -0.284187 0.0 0.0 0.0 -0.150
C -1.041107 -0.033280 -0.180974 0.0 0.1 0.0 0.008
C -1.921039 1.025629 -0.333501 0.0 -0.1 0.0 -0.049
C -3.265399 0.777059 -0.578291 0.0 0.0 0.0 -0.055
C -3.736669 -0.526881 -0.670612 0.0 0.0 0.0 -0.062
C -2.865358 -1.594806 -0.525657 -0.1 0.0 0.0 -0.004
H 0.008725 0.133982 0.008406 0.0 -0.1 0.0 0.119
H -1.563419 2.043497 -0.265453 -0.1 -0.2 0.0 0.066
H -3.948119 1.607784 -0.699725 0.0 0.0 0.0 0.112
H -4.784799 -0.714930 -0.859468 0.0 0.0 0.0 0.108
H -3.209789 -2.615849 -0.595832 0.1 0.0 0.0 0.119
O -1.493568 4.055772 0.438145 0.1 0.2 0.1 0.057
N -0.394796 4.271674 -0.040904 0.0 0.0 0.0 -0.345
O -0.097886 4.041328 -1.195264 0.0 0.0 0.0 0.085
C 0.643194 4.829110 0.841856 0.0 0.0 0.0 -0.145
C 0.333282 5.061011 2.169168 0.0 0.0 0.1 -0.001
C 1.321963 5.568822 2.996355 0.0 0.0 0.0 -0.063
C 2.587147 5.834932 2.489114 0.0 0.0 0.0 -0.068
C 2.871293 5.598725 1.150378 0.0 0.0 0.0 -0.061
C 1.893334 5.089769 0.311448 0.1 0.0 0.0 0.000
H -0.656540 4.847149 2.543009 0.0 0.0 0.0 0.120
H 1.103514 5.754471 4.038940 0.0 0.0 0.0 0.109
H 3.356344 6.227291 3.140965 0.0 0.0 0.0 0.108
H 3.856725 5.807903 0.757547 0.0 0.0 0.0 0.110
H 2.093882 4.896259 -0.731449 0.0 0.0 0.0 0.119
O -6.202414 -3.326956 4.345445 0.0 0.0 0.0 0.074
N -6.114955 -4.399120 3.781508 0.0 0.0 0.0 -0.355
O -7.003703 -5.224633 3.724748 0.0 0.0 0.0 0.075
C -4.836780 -4.721731 3.118778 0.0 0.0 0.0 -0.150
C -3.798628 -3.811170 3.196390 0.1 0.1 0.0 -0.003
C -2.597322 -4.127195 2.583432 0.0 0.0 0.0 -0.070
C -2.451787 -5.331982 1.907480 0.0 0.0 0.0 -0.073
C -3.511429 -6.226358 1.838417 0.0 0.0 0.0 -0.059
C -4.719112 -5.925247 2.449381 0.0 -0.1 -0.1 -0.004
H -3.931838 -2.879441 3.725193 0.0 0.0 0.0 0.119
H -1.770491 -3.431208 2.633493 0.0 0.0 0.0 0.107
H -1.510538 -5.567792 1.430484 0.0 0.0 0.0 0.104
H -3.398941 -7.161804 1.307584 0.0 0.0 0.0 0.108
H -5.554794 -6.607391 2.408622 0.0 0.0 0.0 0.118
O 4.083269 -2.798442 -4.295110 0.0 -0.1 -0.1 0.070
C 3.879943 -2.144875 -3.332712 0.2 0.1 -0.1 -0.816
Br 2.243343 -2.339380 -2.316586 0.0 0.0 0.1 0.840
C 4.784837 -1.092058 -2.765005 0.0 -0.2 0.0 -0.050
B 4.268316 0.368839 -3.016777 -0.7 0.2 0.5 -0.563
O 3.349786 0.661154 -4.011001 0.6 -0.3 -0.4 0.265
B 3.905578 1.514465 -4.943362 -0.2 0.0 0.1 -0.292
O 5.091356 2.145648 -4.609467 -0.1 0.3 0.0 0.268
B 5.363363 2.345262 -3.251810 -0.2 0.1 -0.1 -0.709
O 6.117751 3.390755 -2.826001 0.2 -0.4 0.4 0.234
O 4.811483 1.451690 -2.351583 0.5 -0.2 -0.3 0.336
H 4.977062 -1.276039 -1.707671 -0.1 0.0 0.0 0.126
H 5.739376 -1.183164 -3.297642 0.0 0.1 0.0 0.142
H 3.372378 1.693800 -5.985225 0.1 0.0 0.0 0.119
H 6.902390 3.534880 -3.356449 -0.1 0.4 -0.3 0.118

=====

No. 2
61
Properties=species:S:1:pos:R:3:forces:R:3:lowdin_charge:R:1 method="wB97M-V/def2-TZVPD" total_charge=0 homo_ev=-9.218 smiles="COP(=O)(OC)OC.ClC(Cl)Cl.C1CCOC1.C1CCOC1.C1CCOC1" homo_lumo_gap_ev=9.641 lumo_ev=0.42
C 1.497741 1.628131 -3.164396 -0.7 0.9 -0.8 -0.112
O 2.400265 0.587418 -3.507228 0.1 0.0 0.6 -0.192
P 2.604169 -0.539683 -2.403348 2.4 -0.3 -0.6 0.322
O 3.687413 -1.447158 -2.803245 -0.5 0.3 0.1 -0.214
O 2.815780 0.198325 -1.020447 -1.3 -0.7 -0.3 -0.244
C 4.073797 0.766698 -0.760883 0.2 1.0 0.3 -0.096
O 1.198051 -1.144690 -2.175130 -0.5 0.1 1.5 -0.208
C 0.520202 -1.796948 -3.194263 -1.0 -0.3 -1.6 -0.098
H 1.990214 2.495713 -2.707650 0.1 -0.3 -0.1 0.094
H 0.670362 1.328049 -2.525808 0.1 -0.3 0.2 0.063
H 1.050919 1.925659 -4.116370 0.0 0.3 0.1 0.093
H 4.190778 1.640524 -1.410161 0.4 -0.2 -0.1 0.094
H 4.874647 0.041941 -0.860424 0.1 0.0 -0.1 0.093
H 4.009880 1.147182 0.253316 0.2 -0.1 0.2 0.088
H 0.602190 -2.867339 -3.173771 0.4 -0.6 0.4 0.089
H 0.833795 -1.494468 -4.196451 0.2 0.2 0.1 0.101
H -0.526718 -1.554869 -3.098149 -0.4 0.1 0.1 0.087
Cl 0.400789 -0.105885 1.964873 0.0 0.2 0.1 0.578
C -0.279590 0.983951 0.737358 0.2 -0.7 0.2 -1.528
Cl 0.712684 2.412385 0.565358 0.1 0.3 -0.1 0.580
Cl -1.932919 1.381872 1.130603 -0.3 0.1 0.0 0.612
H -0.258337 0.412201 -0.179483 -0.1 0.2 -0.3 -0.002
C -1.812276 1.715225 4.844280 -0.5 -0.5 -0.6 -0.174
C -2.105373 0.187664 4.832941 0.4 0.5 -0.5 -0.163
C -3.565494 0.072538 5.396623 1.3 -1.3 -0.6 -0.217
O -4.002902 1.357612 5.715686 0.0 0.9 -0.5 -0.130
C -2.810924 2.129044 5.900586 -0.1 0.1 1.0 -0.210
H -1.958437 2.156736 3.852765 -0.4 0.1 0.3 0.068
H -0.795291 1.977388 5.121769 0.1 -0.2 0.2 0.108
H -1.304645 -0.247478 5.417729 -0.3 -0.5 0.6 0.098
H -2.006312 -0.283196 3.848513 -0.2 0.3 0.1 0.066
H -3.553355 -0.617306 6.250567 -0.2 0.3 0.2 0.114
H -4.187989 -0.389191 4.625396 -0.3 0.3 0.2 0.114
H -2.448614 1.792261 6.881493 0.5 0.3 0.0 0.122
H -3.018775 3.199492 5.987513 -0.3 -0.2 -0.3 0.124
C 0.952125 -4.387169 1.044399 0.7 -0.8 -0.1 -0.157
C 1.729324 -3.111939 0.858322 1.7 0.1 0.1 -0.207
C 2.982809 -3.656817 0.139280 -0.6 -0.2 -0.7 -0.190
O 3.277305 -4.959760 0.664273 -0.3 0.7 0.3 -0.129
C 2.105436 -5.422539 1.308565 -1.0 0.3 0.3 -0.205
H 0.437875 -4.637863 0.112037 -0.2 -0.1 0.3 0.111
H 0.304099 -4.373069 1.914395 -0.4 0.0 -0.2 0.105
H 2.033157 -2.702336 1.820925 0.0 0.0 0.2 0.098
H 1.317924 -2.280231 0.291758 -0.4 -0.3 -0.1 0.067
H 3.855412 -3.023888 0.188901 0.3 0.1 0.2 0.114
H 2.719013 -3.788887 -0.919485 0.2 0.2 0.0 0.115
H 2.226643 -5.503527 2.397833 0.4 0.1 -0.1 0.112
H 1.852964 -6.414991 0.947094 0.0 -0.2 -0.2 0.109
C -1.655253 3.734575 -3.218513 -0.3 -1.0 -0.6 -0.145
C -2.174169 2.796642 -4.344787 0.2 0.5 0.5 -0.154
C -2.295456 1.415653 -3.633896 0.5 -0.1 -1.3 -0.192
O -1.973394 1.541794 -2.247428 -0.3 1.1 -0.6 -0.154
C -2.144340 2.927567 -1.997942 0.1 1.7 0.1 -0.248
H -2.124907 4.726142 -3.241059 0.2 -0.3 0.0 0.113
H -0.570244 3.827180 -3.321567 -0.1 0.0 0.5 0.096
H -1.566525 2.784381 -5.251536 0.3 -0.2 0.3 0.104
H -3.132123 3.174896 -4.675700 -0.5 -0.2 0.0 0.097
H -1.585160 0.711871 -4.076210 -0.1 -0.1 0.1 0.104
H -3.303308 1.057222 -3.822922 -0.2 -0.3 0.5 0.114
H -1.643423 3.273442 -1.109454 0.4 -0.5 0.5 0.071
H -3.191509 3.241854 -1.857443 -0.1 -0.6 0.0 0.128

=====

No. 3
21
Properties=species:S:1:pos:R:3:forces:R:3:lowdin_spin:R:1 method="wB97M-V/def2-TZVPD" total_charge=+1 homo_ev="-12.260 / -12.480" homo_lumo_gap_ev="8.440 / 8.665" lumo_ev="-3.82 / -3.82" s_squared=8.752 e_above_lowest_kcal_mol=29.8 multiplicity=6
Mn -5.318000 5.357000 14.504000 0.8 -0.3 2.0 4.734
C -4.151000 5.293000 16.870000 0.8 -0.8 0.1 0.008
O -4.524000 4.242000 16.292000 -1.4 -1.0 -1.1 0.041
O -3.890000 5.193000 18.177000 1.7 3.9 -1.0 0.003
O -3.960000 6.334000 16.246000 -0.3 1.4 -0.3 0.034
H -4.316000 4.471000 18.511000 -1.6 -3.4 1.3 0.000
O -4.369000 7.148000 13.663000 -0.7 -1.6 -0.2 0.034
H -4.170000 7.001000 12.763000 0.3 -1.0 -1.9 0.001
H -4.098000 8.027000 13.678000 0.6 2.8 1.4 0.003
O -6.699000 4.945000 12.794000 0.7 0.5 0.1 0.033
H -7.478000 4.416000 12.782000 -0.9 -1.0 0.2 0.002
H -6.816000 5.541000 12.063000 0.1 0.6 -0.6 0.002
O -6.862000 6.904000 14.905000 0.0 -1.7 -0.1 0.033
H -7.661000 6.567000 14.505000 -0.5 -0.1 -0.1 0.001
H -7.010000 7.817000 15.029000 0.1 1.8 0.4 0.002
O -3.986000 4.272000 13.182000 2.4 -0.2 0.1 0.039
H -3.020000 4.196000 13.424000 -1.4 0.1 0.6 0.002
H -3.858000 4.182000 12.239000 -0.8 -0.1 -0.8 0.003
O -7.151000 3.946000 15.473000 -1.1 0.5 0.2 0.023
H -8.030000 3.598000 15.254000 0.3 -0.3 -0.4 0.001
H -7.410000 4.455000 16.261000 0.7 -0.1 0.1 0.000

=====

No. 4
23
Properties=species:S:1:pos:R:3:forces:R:3:lowdin_charge:R:1 method="wB97M-V/def2-TZVPD" total_charge=0 homo_ev=-9.070 smiles=CN1CCCC1.O.O homo_lumo_gap_ev=9.737 lumo_ev=0.67 e_above_lowest_kcal_mol=62.1
C -1.305388 0.724299 -0.757298 -1.0 -0.6 1.1 -0.084
N -0.696161 0.043611 0.434386 1.2 0.9 -0.2 -0.216
C -0.040056 0.980728 1.479411 0.5 -2.5 -1.8 -0.114
C 1.460987 1.240841 0.867989 -4.1 0.4 -1.5 -0.126
C 1.685564 -0.025523 0.029655 2.7 0.8 -1.8 -0.224
C 0.467837 -0.846941 0.019079 -2.8 -0.2 2.5 -0.213
H -0.957892 1.731965 -1.067893 0.5 -0.8 0.0 0.092
H -1.246840 -0.085534 -1.482117 0.1 0.7 -0.8 0.082
H -2.417903 0.846876 -0.609280 1.4 0.0 -0.3 0.057
H -0.687332 1.855250 1.450423 0.3 0.1 0.9 0.098
H 0.011231 0.308682 2.431332 -0.2 1.8 -1.4 0.137
H 1.334657 2.117971 0.153373 0.5 -0.8 1.2 0.116
H 2.088312 1.434423 1.690269 1.2 0.2 0.5 0.075
H 2.599625 -0.501682 0.371724 -0.2 -0.7 0.5 0.106
H 1.989397 0.125233 -1.006303 -0.1 1.0 -0.2 0.102
H 0.592799 -1.421307 0.904405 -0.2 -1.1 1.0 0.098
H 0.120810 -1.611859 -0.695556 0.5 1.0 -0.3 0.105
O -3.650385 -0.017445 1.089919 -1.3 0.5 0.2 -0.065
H -2.879656 -0.565365 1.078638 1.1 -0.4 0.0 -0.001
H -3.416181 0.746113 0.553791 -0.2 -0.2 0.4 -0.007
O 1.622473 -2.295272 -2.649628 1.1 0.2 -2.3 -0.022
H 0.888137 -2.294477 -2.084528 -1.0 -0.2 1.4 -0.033
H 2.435962 -2.490578 -2.201784 0.2 -0.2 0.7 0.036

=====

No. 5
14
Properties=species:S:1:pos:R:3:forces:R:3:lowdin_charge:R:1 method="wB97M-V/def2-TZVPD" total_charge=0 homo_ev=-9.123 smiles="C=CCOC=C" homo_lumo_gap_ev=10.259 lumo_ev=1.14 e_above_lowest_kcal_mol=49.4
C 0.401659 1.663020 -0.250031 0.1 -0.1 0.0 0.019
C 1.395838 0.810748 -0.017611 -0.1 0.1 0.0 -0.141
C 1.305425 -0.683808 0.181985 0.2 0.0 -0.1 -0.214
O 0.072605 -1.159512 0.691609 -0.1 0.1 0.1 -0.109
C -1.006920 -1.102200 -0.140730 -0.3 0.1 -0.1 -0.260
C -2.125770 -0.514381 0.260655 0.1 -0.1 0.0 0.015
H -0.627626 1.341301 -0.335261 0.2 0.1 0.1 0.033
H 0.595311 2.725223 -0.368457 0.1 -0.1 0.0 0.056
H 2.411671 1.197938 0.045332 0.0 0.0 0.0 0.095
H 2.045151 -0.983367 0.931254 -0.1 0.0 -0.1 0.123
H 1.567402 -1.208270 -0.753426 -0.1 0.1 0.1 0.126
H -0.887682 -1.589130 -1.112959 0.0 0.1 0.1 0.125
H -3.008756 -0.471097 -0.363238 0.1 -0.2 0.0 0.058
H -2.138312 -0.026467 1.230873 -0.1 -0.1 -0.1 0.074

=====

No. 6
18
Properties=species:S:1:pos:R:3:forces:R:3:lowdin_charge:R:1 method="wB97M-V/def2-TZVPD" total_charge=0 homo_ev=-10.207 smiles="C[C@@H](O)CC(=O)O.O" homo_lumo_gap_ev=10.836 lumo_ev=0.63 e_above_lowest_kcal_mol=4.4
C -1.017509 1.422875 1.518463 0.2 -0.1 0.3 -0.043
C -0.369042 0.667259 0.353168 -0.2 0.8 0.6 -0.429
O 0.255606 1.613637 -0.522600 -0.4 -0.2 0.9 -0.025
C 0.567681 -0.395741 0.904418 0.3 -0.2 -0.6 -0.057
C 1.113235 -1.296608 -0.173217 0.4 -1.5 -0.3 -0.484
O 1.633039 -0.995801 -1.221981 -0.3 0.5 0.4 0.091
O 1.007033 -2.603369 0.202624 -0.6 0.5 0.8 0.101
H -1.167114 2.465187 1.246582 -0.6 -0.1 -0.3 0.080
H -0.454269 1.493413 2.457181 0.5 -0.3 -0.3 0.078
H -1.920589 0.878087 1.784647 -0.4 0.4 0.0 0.079
H -1.162240 0.155103 -0.190210 0.0 0.0 -0.2 0.120
H 1.022925 1.158592 -0.845055 0.7 -0.2 -0.8 0.056
H 1.447525 0.038327 1.388345 -0.2 0.2 0.2 0.147
H 0.012220 -1.004021 1.615842 0.2 0.0 0.1 0.132
H 1.253005 -3.247439 -0.465333 0.4 0.3 -0.6 0.120
O -0.953155 -0.344823 -2.441322 -0.2 0.5 -0.7 -0.064
H -1.192676 0.531295 -2.810667 0.3 -0.8 0.4 0.065
H -0.075673 -0.535973 -2.800885 -0.1 0.1 0.2 0.033